Record 1
Density functional theory data (ωB97M-V with the def2-TZVPD basis set) for C29H29BrN2O5PRu as an isolated structure at a distorted geometry.

Cartesian coordinates (Å):
Ru 0.253 0.043 0.291
C 0.630 -0.938 3.346
O -0.376 -0.588 2.379
C -1.474 -1.505 2.280
C -1.185 -2.568 1.266
O -1.002 -1.894 0.020
C -1.050 -2.772 -1.121
H 0.157 -1.149 4.304
H 1.269 -0.067 3.450
H 1.218 -1.802 3.029
H -2.327 -0.911 1.950
H -1.692 -1.949 3.251
H -2.029 -3.257 1.204
H -0.282 -3.135 1.516
H -2.033 -3.239 -1.178
H -0.287 -3.549 -1.045
H -0.892 -2.167 -2.006
O -1.097 0.159 -2.353
N 0.211 0.223 -1.935
C 1.015 0.431 -2.900
C 2.468 0.396 -2.870
C 3.110 0.451 -4.108
C 4.482 0.285 -4.207
C 5.234 0.072 -3.062
C 4.614 0.071 -1.820
C 3.239 0.245 -1.722
P 2.566 0.280 -0.056
C 3.125 -1.285 0.651
C 2.392 -2.418 0.267
C 2.780 -3.675 0.700
C 3.895 -3.804 1.518
C 4.621 -2.684 1.902
C 4.241 -1.420 1.474
C 3.336 1.633 0.812
C 3.361 1.626 2.210
C 3.928 2.690 2.886
C 4.420 3.781 2.178
C 4.346 3.814 0.792
C 3.794 2.746 0.103
H -1.635 0.497 -1.608
H 0.562 0.581 -3.877
H 2.522 0.616 -5.002
H 4.959 0.315 -5.177
H 6.302 -0.083 -3.131
H 5.205 -0.069 -0.923
H 1.553 -2.300 -0.413
H 2.233 -4.557 0.391
H 4.211 -4.787 1.844
H 5.498 -2.798 2.525
H 4.821 -0.552 1.759
H 2.948 0.791 2.759
H 3.978 2.686 3.967
H 4.856 4.615 2.711
H 4.709 4.675 0.249
H 3.730 2.769 -0.977
Br -4.765 5.758 -1.126
C -3.499 5.113 0.102
C -3.266 5.803 1.293
N -2.355 5.398 2.168
C -1.641 4.309 1.931
C -1.841 3.548 0.782
C -2.788 3.961 -0.148
C -1.084 2.301 0.582
O -0.006 2.088 1.212
O -1.511 1.414 -0.213
H -3.824 6.698 1.536
H -0.898 4.029 2.667
H -2.961 3.391 -1.051

2S+1: 2
HOMO (spin up / spin down) in eV: -13.5 / -13.5
Charge: +2
<S²>: 0.76

Record 2
Density functional theory data (ωB97M-V with the def2-TZVPD basis set) for an isolated molecule of C4H8N2S at a distorted geometry.

Cartesian coordinates (Å):
C 1.566 -1.397 0.609
C 0.367 -1.953 0.734
C -0.928 -1.555 0.120
C -0.642 2.646 -0.684
N 1.905 -0.337 -0.237
N -0.024 1.457 -0.099
S 1.222 0.888 -0.800
H 2.382 -1.788 1.231
H 0.269 -2.750 1.350
H -0.883 -1.284 -0.950
H -1.256 -0.746 0.756
H -1.739 -2.247 0.142
H 0.023 3.065 -1.506
H -1.697 2.541 -0.695
H -0.564 3.459 0.030

HOMO (spin up / spin down) in eV: -8.4 / -8.4

Record 3
Density functional theory data (ωB97M-V with the def2-TZVPD basis set) for C18H14AsIN3O8PtS3 as an isolated structure.

Cartesian coordinates (Å):
Pt -0.633 -0.111 -0.507
S -0.804 0.002 1.766
C -1.583 1.573 1.876
C -2.445 1.884 2.912
C -3.006 3.157 2.984
C -3.874 3.473 4.082
N -4.560 3.699 4.975
C -2.735 4.100 1.986
C -1.894 3.771 0.926
C -1.295 2.523 0.890
S -0.113 2.107 -0.325
C -3.326 5.406 2.037
N -3.795 6.454 2.084
H -2.694 1.149 3.665
H -1.724 4.481 0.128
O -4.217 0.245 -2.792
As -2.809 1.056 -2.228
O -2.908 2.661 -2.382
O -2.545 0.387 -0.645
C -1.193 0.293 -3.028
C -0.356 1.195 -3.685
C 0.910 0.810 -4.084
C 1.373 -0.478 -3.814
C 0.555 -1.389 -3.182
C -0.741 -1.031 -2.778
S -1.772 -2.381 -2.151
O -3.096 -2.178 -2.711
O -1.129 -3.600 -2.544
O -1.712 -2.094 -0.691
H -4.039 -0.722 -2.719
H -0.706 2.209 -3.834
H 1.556 1.520 -4.583
H 2.382 -0.760 -4.079
H 0.889 -2.396 -2.974
N 2.824 -3.836 0.058
C 1.965 -2.794 0.234
O 0.820 -2.802 -0.162
C 2.493 -1.593 0.974
I 4.430 -1.082 -1.565
H 2.503 -4.532 -0.597
H 3.807 -3.614 0.028
H 3.489 -1.744 1.383
H 1.805 -1.375 1.799
C 3.195 0.843 0.661
C 2.482 -0.356 0.090
O 1.483 -0.110 -0.655
H 4.134 0.571 1.135
H 2.505 1.266 1.401
H 3.369 1.582 -0.115

HOMO in eV: -6.2
Charge: -1

Record 4
Density functional theory data (ωB97M-V with the def2-TZVPD basis set) for C28H25BrNPSm as an isolated structure at a distorted geometry.

Cartesian coordinates (Å):
C -3.007 -1.029 -2.988
C -2.937 -1.524 -1.644
C -2.829 -0.401 -0.767
H -2.972 -2.573 -1.336
C -2.846 0.788 -1.562
C -2.937 0.396 -2.931
H -3.058 1.070 -3.781
H -3.169 -1.639 -3.881
H -2.759 -0.428 0.322
H -2.891 1.802 -1.175
Sm -0.465 -0.564 -2.092
Br 1.692 -2.058 -2.755
C 1.834 0.619 -6.055
C 0.748 1.416 -6.517
C -0.250 0.538 -7.052
H 0.688 2.501 -6.482
C 0.228 -0.799 -6.926
C 1.504 -0.753 -6.283
H 2.127 -1.608 -6.041
H 2.760 0.985 -5.623
H -1.198 0.840 -7.490
H -0.279 -1.695 -7.271
N 0.040 -0.515 -0.090
P 0.410 -0.259 1.439
C 2.060 0.468 1.662
C 2.356 1.148 2.856
C 3.513 1.919 2.971
C 4.387 2.014 1.892
C 4.159 1.244 0.746
C 3.007 0.450 0.628
C -0.711 0.980 2.167
C -1.553 0.695 3.253
C -2.587 1.568 3.594
C -2.785 2.733 2.854
C -1.889 3.078 1.834
C -0.848 2.210 1.504
C 0.364 -1.671 2.596
C -0.774 -2.502 2.627
C -0.914 -3.490 3.608
C 0.107 -3.716 4.535
C 1.287 -2.977 4.441
C 1.439 -2.009 3.442
H 1.648 1.123 3.686
H 3.697 2.467 3.891
H 5.237 2.697 1.955
H 4.891 1.276 -0.058
H 2.848 -0.150 -0.273
H -1.434 -0.227 3.827
H -3.266 1.326 4.416
H -3.642 3.379 3.065
H -2.019 4.015 1.292
H -0.162 2.499 0.705
H -1.551 -2.393 1.865
H -1.817 -4.101 3.646
H -0.001 -4.478 5.310
H 2.108 -3.161 5.134
H 2.409 -1.523 3.310

2S+1: 6
HOMO (spin up / spin down) in eV: -2.5 / -2.5
Charge: -1
<S²>: 8.77

Record 5
Density functional theory data (ωB97M-V with the def2-TZVPD basis set) for C24H18BrN6O13V as an isolated structure at a distorted geometry.

Cartesian coordinates (Å):
V -0.108 -0.124 1.233
O -1.069 -3.437 -0.581
C -0.637 -2.331 -0.506
O -0.137 -1.852 0.650
C -0.645 -1.425 -1.706
C -0.954 -1.928 -2.943
C -0.824 -1.176 -4.064
C -0.564 0.178 -3.989
C -0.341 0.716 -2.728
C -0.524 -0.076 -1.553
O -0.513 0.546 -0.377
N 0.141 2.125 -2.579
O 1.243 2.370 -3.003
O -0.600 2.920 -2.025
N -1.218 -1.869 -5.315
O -1.574 -3.015 -5.270
O -1.323 -1.176 -6.302
H -1.194 -3.010 -2.994
H -0.436 0.754 -4.852
O -4.320 -1.813 5.428
C -3.532 -1.536 4.351
C -2.587 -2.469 3.892
C -1.904 -2.010 2.798
N -2.026 -0.795 2.256
C -3.062 -0.056 2.639
Br -3.410 1.674 1.701
C -3.826 -0.337 3.710
H -4.024 -2.691 5.887
H -2.243 -3.373 4.287
H -1.046 -2.535 2.492
H -4.604 0.292 4.074
O 2.484 1.747 0.019
C 2.330 0.566 0.141
O 1.631 0.149 1.250
C 2.649 -0.560 -0.795
C 2.617 -1.886 -0.396
C 2.712 -2.976 -1.311
C 2.771 -2.631 -2.619
O 2.587 -3.421 -3.692
C 3.118 -2.675 -4.803
O 2.815 -1.286 -4.441
C 2.889 -1.331 -3.032
C 2.886 -0.268 -2.194
H 2.251 -2.144 0.629
H 2.467 -4.002 -0.965
H 2.592 -2.908 -5.675
H 4.166 -2.769 -4.811
H 2.923 0.759 -2.494
C 0.484 5.281 3.106
N 0.149 3.882 2.899
C 0.480 2.860 3.997
C 0.137 1.555 3.303
O 0.180 0.423 3.738
N -0.311 1.834 2.070
C -0.242 3.145 1.819
N -0.617 3.642 0.663
H 1.568 5.434 3.320
H -0.107 5.594 4.039
H 0.138 5.917 2.292
H -0.135 2.995 4.907
H 1.592 2.856 4.168
H -0.707 3.082 -0.171
H -0.636 4.594 0.427

2S+1: 2
HOMO (spin up / spin down) in eV: -11.3 / -11.3
Charge: +1
<S²>: 0.76

Record 6
Density functional theory data (ωB97M-V with the def2-TZVPD basis set) for a 2-piece molecular cluster, C7H16O2 overall at a distorted geometry.

Cartesian coordinates (Å):
C -1.339 0.560 -2.565
C -1.766 -0.672 -1.786
O -2.603 -0.580 -0.862
O -1.078 -1.634 -2.274
H -1.830 1.454 -2.244
H -0.301 0.517 -2.122
H -1.482 0.439 -3.627
H -1.011 -2.433 -1.596
C -0.127 -2.128 1.489
C 0.920 -1.216 0.822
C 0.616 0.197 1.190
C 1.282 1.195 0.465
C 0.774 2.646 0.684
H -0.133 -1.939 2.606
H -1.109 -2.032 1.193
H 0.259 -3.160 1.423
H 0.909 -1.409 -0.237
H 1.964 -1.220 1.283
H -0.495 0.286 0.984
H 0.600 0.538 2.307
H 1.315 0.931 -0.697
H 2.420 1.069 0.630
H 0.652 2.403 1.828
H 1.662 3.406 0.690
H -0.100 2.784 0.416

SMILES: CC(=O)O.CCCCC
HOMO in eV: -10.2